18
Properties=species:S:1:pos:R:3 method="wB97M-V/def2-TZVPD" spin_multiplicity=2 e_homo_ev="-1.34 / -3.64" gap_ev="5.649 / 7.876" lumo_energy_ev="4.31 / 4.24" total_charge=-1
O 0.34739 -2.01146 0.03698
C -0.50224 -2.21361 0.97761
N -1.39046 -1.35659 1.41836
C 0.21923 1.42827 0.65993
C 1.51662 0.53306 -0.25588
C 0.22127 1.27281 -0.76407
C -0.92575 0.48479 -1.38018
H -0.39919 -3.27048 1.48244
H -2.02322 -1.77842 2.12546
H -0.33839 0.77528 1.27438
H 0.65435 2.32306 1.15292
H 1.83539 -0.15022 -1.07366
H 1.63557 -0.18406 0.53846
H 2.36020 1.28085 -0.21294
H 0.51728 2.11514 -1.41587
H -1.86661 1.08520 -1.45313
H -1.16014 -0.39161 -0.76616
H -0.70132 0.05801 -2.34464